DFT (ωB97M-V/def2-TZVPD) results for a cluster of 5 separate species, C74H62FN2O11P in total.

Output
* HOMO: -0.745 eV
* 2S+1: 1
* net charge: -2
* frontier orbital gap: 2.3 eV
* electronic energy: -115252.5258 eV

Atoms and positions in Å:
P (0.6132, -2.4425, -2.2638)
F (2.4098, -1.8293, -5.1425)
O (6.9485, 1.1830, -3.9583)
O (-5.0596, -6.6783, 8.5227)
O (-0.9735, -6.0739, 5.1146)
O (3.3666, -2.8772, -2.1225)
O (-1.3547, 5.7976, 2.3946)
O (9.4380, 2.0092, 0.7209)
O (-8.5297, 5.5123, -2.9764)
O (-4.7510, 1.7493, -2.5484)
O (2.4769, 9.1817, 0.8005)
O (1.2736, -5.2461, -2.8315)
O (2.8135, -0.7444, -2.3127)
N (0.6857, 0.6375, 0.5692)
N (0.8156, -3.4767, -0.8105)
C (1.4685, -6.2400, -3.7804)
C (-3.6785, -2.3192, -2.4605)
C (-5.6474, 2.5555, -2.6171)
C (2.3804, -1.0293, 0.4922)
C (1.5415, 7.0201, 0.6286)
C (6.0772, -0.3440, -1.7447)
C (1.3015, -1.0124, -4.9434)
C (6.3940, -0.8704, 0.5780)
C (7.5078, 1.3291, -2.8936)
C (10.3262, 3.4450, -1.4913)
C (-4.1163, -6.5486, 7.7681)
C (-2.9534, -9.7504, 5.1982)
C (0.4026, -3.8394, 1.6237)
C (-2.2821, -8.5424, 5.1255)
C (-5.7174, 3.6816, -1.6457)
C (0.6407, 8.8009, 2.2258)
C (-6.6708, 4.6916, -1.7759)
C (8.6528, 2.2931, -2.7866)
C (-1.1946, 9.5944, 4.1528)
C (-6.6899, 2.4813, -3.6798)
C (1.7476, 0.4345, -4.7249)
C (-1.3002, -2.9350, -2.3138)
C (-4.3567, -8.8822, 6.9487)
C (-2.2751, -5.1207, 6.8284)
C (2.4678, 6.6052, -0.3199)
C (-2.6424, -7.5000, 5.9690)
C (1.4506, 4.4222, -0.3617)
C (-7.6979, 4.6344, -2.8544)
C (-3.0714, -4.6253, -2.4516)
C (1.4644, -4.9458, 1.6972)
C (-2.9926, -3.0412, 8.5181)
C (0.5149, 4.8346, 0.5718)
C (-3.9858, -9.9228, 6.1150)
C (-7.6443, 1.3199, -5.5479)
C (1.0977, -0.4216, -0.0251)
C (1.6284, 8.3991, 1.1783)
C (-0.1795, 10.4594, 3.7567)
C (-3.7082, -4.2255, 8.5476)
C (7.4197, 0.0588, 0.6645)
C (7.7849, 0.7920, -0.4549)
C (-0.4697, 6.5548, 2.0602)
C (-3.3496, -5.2723, 7.7075)
C (-5.7354, 5.8013, 0.1393)
C (1.0091, -3.9730, -3.4512)
C (-8.6414, 2.2866, -5.6389)
C (-4.8012, 3.7151, -0.6044)
C (2.5007, -1.9725, -2.2539)
C (-0.1706, -3.6525, 0.2129)
C (0.5532, 6.1330, 1.0662)
C (-8.6571, 3.3568, -4.7611)
C (-4.8133, 4.7688, 0.2904)
C (-1.5580, -3.9319, 6.8049)
C (5.7176, -1.0726, -0.6186)
C (0.2443, -0.8613, -1.2022)
C (-2.3324, -1.9914, -2.3761)
C (10.1224, 3.8694, -3.8486)
C (-0.3688, 7.9288, 2.6344)
C (9.2860, 2.5260, -1.5681)
C (9.0782, 2.9644, -3.9260)
C (-6.6679, 5.7592, -0.8847)
C (-4.0741, -3.6533, -2.5076)
C (-1.8832, -6.2175, 5.8976)
C (-1.9148, -2.8959, 7.6502)
C (-1.7300, -4.2693, -2.3578)
C (-6.6687, 1.4167, -4.5709)
C (-3.6907, -7.6650, 6.8760)
C (0.2491, -1.4777, -3.9380)
C (-1.2890, 8.3322, 3.5930)
C (8.8732, 1.7863, -0.3360)
C (2.4212, 5.3110, -0.8124)
C (-7.6797, 3.4620, -3.7792)
C (0.7331, 10.0653, 2.7937)
C (10.7432, 4.1154, -2.6275)
C (7.1122, 0.5801, -1.6734)
H (2.4484, -4.5327, 1.8995)
H (1.7099, 0.6879, -3.6713)
H (-0.7371, -4.5896, 0.0506)
H (0.7690, -6.1536, -4.6223)
H (3.1471, 4.9878, -1.5463)
H (1.4682, -5.5377, 0.7878)
H (1.7544, -3.5771, -0.4687)
H (1.2339, -5.6173, 2.5246)
H (4.9016, -1.7869, -0.7033)
H (-0.9957, -5.0634, -2.3110)
H (-5.1119, -3.9404, -2.5806)
H (-9.4063, 2.2039, -6.4002)
H (1.3326, 0.8742, 1.3248)
H (0.2358, 0.0295, -1.8228)
H (7.9412, 0.2182, 1.5986)
H (1.5229, 10.7323, 2.4776)
H (11.5552, 4.8293, -2.5659)
H (-7.6304, 0.4879, -6.2393)
H (-0.1026, 11.4433, 4.2010)
H (-0.4622, -2.0933, -4.4895)
H (6.1139, -1.4422, 1.4541)
H (2.2807, -1.3441, 1.5297)
H (-4.0813, 2.9141, -0.5029)
H (-7.3968, 6.5494, -0.9991)
H (-4.0999, 4.7912, 1.1044)
H (-2.0717, 7.6510, 3.8967)
H (-3.2736, -2.2262, 9.1722)
H (10.4545, 4.3871, -4.7397)
H (0.1897, -4.1145, -4.1743)
H (5.5365, -0.5105, -2.6684)
H (-1.9105, 9.9063, 4.9020)
H (-4.5465, -4.3461, 9.2194)
H (0.8064, -0.9956, -5.9227)
H (1.8882, -3.7419, -4.0564)
H (2.4792, -6.2025, -4.2068)
H (-4.5033, -10.8713, 6.1751)
H (-5.7345, 6.6319, 0.8332)
H (-9.4250, 4.1147, -4.8305)
H (-5.1624, -9.0055, 7.6588)
H (-0.4520, -4.1766, 2.2158)
H (0.7132, -2.8977, 2.0696)
H (-5.8915, 0.6685, -4.4891)
H (-0.9395, -2.8779, 0.3001)
H (2.8077, -1.8450, -0.0726)
H (1.3016, -7.2183, -3.3269)
H (-3.3618, -5.6675, -2.4644)
H (-2.0835, -0.9403, -2.3489)
H (-1.3555, -1.9702, 7.6307)
H (-4.4040, -1.5186, -2.5078)
H (-0.7272, -3.8247, 6.1209)
H (3.2247, 7.2970, -0.6623)
H (-1.4777, -8.3988, 4.4172)
H (2.7570, 0.5905, -5.0918)
H (1.0424, 1.0888, -5.2376)
H (1.4245, 3.4076, -0.7368)
H (10.8034, 3.6250, -0.5379)
H (-0.2428, 4.1488, 0.9243)
H (-0.7597, -0.9003, -0.7810)
H (3.1274, -0.2369, 0.4890)
H (-0.3228, -0.5744, -3.7314)
H (8.5843, 2.7693, -4.8680)
H (-2.6719, -10.5619, 4.5404)